Record 1
# C22H26CrFN2O7S

C22H26CrFN2O7S as an isolated structure at a distorted geometry (ωB97M-V with the def2-TZVPD basis set, the Open Molecules 2025 dataset).

Summary:
- Kohn-Sham gap (spin up / spin down) (eV) = 6.031 / 5.882
- LUMO energy (spin up / spin down) (Ha) = 0.1502 / 0.1501
- 2S+1 = 4
- charge = -2

Last column: Mulliken charge in e.
Element x y z (Å)
Cr: 0.6252 -0.3172 0.4192  0.503
O: -2.5112 1.5879 -0.4684  -0.734
S: -1.0595 1.5231 -0.2995  1.153
O: -0.7075 1.3769 1.1372  -0.616
O: -0.4225 2.6996 -0.8747  -0.783
O: -0.5389 0.2569 -0.9625  -0.531
F: 1.5984 -0.7051 1.9938  -0.722
C: -4.6410 -3.1040 2.5754  -1.233
N: -4.1551 -2.4052 1.3875  -0.293
N: -2.8248 -2.7746 1.0899  0.363
C: -1.9779 -1.6419 1.1558  0.557
O: -0.7500 -1.7005 0.9324  -0.358
C: -2.8376 -0.5453 1.4510  -0.671
C: -4.1124 -0.9927 1.5453  0.331
C: -5.3840 -0.2340 1.6719  -1.615
C: -2.6061 -4.0446 0.6143  0.925
C: -1.3245 -4.6174 0.5980  -0.604
C: -1.1738 -5.9414 0.2540  -0.677
C: -2.2704 -6.7312 -0.0841  -0.451
C: -3.5288 -6.1501 -0.1390  -0.610
C: -3.7020 -4.8238 0.1892  -0.412
H: -4.5458 -4.1804 2.4282  0.436
H: -5.6915 -2.8586 2.7206  0.415
H: -4.0790 -2.8208 3.4746  0.334
H: -2.4773 0.4648 1.4851  0.918
H: -5.2059 0.7688 1.2910  0.429
H: -5.7336 -0.1607 2.7055  0.259
H: -6.1635 -0.7146 1.0798  0.367
H: -0.4806 -3.9912 0.8439  0.415
H: -0.1885 -6.3849 0.2555  0.380
H: -2.1438 -7.7794 -0.3196  0.362
H: -4.3800 -6.7490 -0.4461  0.354
H: -4.6674 -4.3472 0.0967  0.445
C: 5.1832 6.5627 -1.1518  -1.449
C: 4.4457 5.2511 -1.1411  0.900
C: 4.8212 4.2203 -0.2966  -1.022
C: 4.1447 3.0066 -0.3055  0.814
C: 4.5552 1.9096 0.6267  -1.491
C: 3.0769 2.8132 -1.1807  1.005
C: 2.6832 3.8454 -2.0387  1.117
C: 1.5128 3.6659 -2.9451  -1.508
C: 3.3703 5.0523 -1.9963  -1.040
C: 2.3752 1.4527 -1.2412  0.011
O: 2.3857 0.8568 -2.3170  -0.726
O: 1.9114 1.0349 -0.1422  -0.236
H: 5.9666 6.5767 -0.3964  0.337
H: 4.5023 7.3925 -0.9614  0.311
H: 5.6473 6.7295 -2.1251  0.291
H: 5.6484 4.3662 0.3897  0.195
H: 5.4004 2.2098 1.2474  0.360
H: 4.8200 1.0135 0.0670  0.313
H: 3.7091 1.6376 1.2547  0.218
H: 0.6437 3.4196 -2.3272  0.266
H: 1.6667 2.8192 -3.6109  0.309
H: 1.3180 4.5664 -3.5284  0.342
H: 3.0576 5.8678 -2.6392  0.284
C: 1.6624 -1.8507 -0.5989  -1.029
H: 1.1003 -2.7845 -0.6283  0.220
H: 2.6483 -2.0764 -0.1913  0.221
H: 1.8044 -1.5204 -1.6240  0.352

---

Record 2
# C22H26N2O3

An isolated molecule of C22H26N2O3 (ωB97M-V with the def2-TZVPD basis set, the Open Molecules 2025 dataset).

Summary:
- Kohn-Sham gap (eV) = 8.760
- LUMO energy (Ha) = 0.0276
- energy above the lowest of the compared OMol25 structures with the same formula, charge and spin (kcal per mole) = 19.5
- SMILES = CCOc1ccccc1NC(=O)C1CCN(C(=O)Cc2ccccc2)CC1

Last column: Mulliken charge in e.
Element x y z (Å)
C: -3.3589 -2.5940 -2.6143  -1.373
C: -3.8049 -2.1213 -1.2389  -0.431
O: -2.6993 -2.2389 -0.3652  -0.358
C: -2.7873 -1.6734 0.8806  0.948
C: -3.9559 -1.2270 1.4711  -0.517
C: -3.9235 -0.6744 2.7437  -0.668
C: -2.7304 -0.5656 3.4284  -0.896
C: -1.5525 -1.0114 2.8499  -0.362
C: -1.5716 -1.5635 1.5815  0.140
N: -0.4333 -2.0228 0.9076  0.049
C: 0.8536 -1.6795 1.1299  -0.044
O: 1.2448 -1.0985 2.1239  -0.676
C: 1.8473 -2.1311 0.0443  0.357
C: 2.9997 -1.1190 0.0267  -1.172
H: 3.2529 -0.8712 1.0576  0.492
H: 3.8801 -1.5515 -0.4490  0.466
C: 2.5505 0.1448 -0.7378  -0.353
N: 1.1165 0.1661 -0.8990  0.207
C: 0.2172 0.8878 -0.1851  0.928
O: -0.9791 0.7796 -0.3898  -0.667
C: 0.7656 1.8317 0.8691  -0.931
C: 1.5871 2.9545 0.3000  0.271
C: 2.7408 3.3911 0.9411  -0.147
C: 3.4828 4.4368 0.4205  -0.662
C: 3.0822 5.0581 -0.7499  -0.418
C: 1.9322 4.6322 -1.3934  -0.652
C: 1.1887 3.5897 -0.8708  -0.376
H: 0.2878 3.2616 -1.3688  0.416
H: 1.6123 5.1163 -2.3047  0.382
H: 3.6623 5.8727 -1.1575  0.382
H: 4.3765 4.7667 0.9300  0.382
H: 3.0576 2.9083 1.8551  0.399
H: 1.3366 1.2525 1.5980  0.167
H: -0.1067 2.2471 1.3823  0.451
C: 0.6352 -0.8853 -1.7719  -1.042
C: 1.2710 -2.2300 -1.3713  -1.308
H: 0.5479 -3.0419 -1.4646  0.464
H: 2.0982 -2.4667 -2.0447  0.500
H: 0.8829 -0.6379 -2.8111  0.409
H: -0.4523 -0.9022 -1.6730  0.410
H: 2.9835 0.1455 -1.7451  0.360
H: 2.8881 1.0474 -0.2347  0.046
H: 2.2293 -3.1087 0.3591  0.603
H: -0.6747 -2.4564 0.0281  0.262
H: -0.6136 -0.9190 3.3688  0.531
H: -2.7077 -0.1312 4.4161  0.395
H: -4.8429 -0.3268 3.1906  0.392
H: -4.8973 -1.2984 0.9494  0.382
H: -4.1315 -1.0749 -1.2836  0.451
H: -4.6380 -2.7409 -0.8782  0.395
H: -3.0028 -3.6198 -2.5600  0.316
H: -4.1927 -2.5446 -3.3085  0.424
H: -2.5542 -1.9627 -2.9823  0.274